No. 1
ORCA calculation (the ωB97M-V functional and the def2-TZVPD basis) on C51H96Br18Hg2N5O5 as an isolated structure at a distorted geometry.

Each line ends with the Löwdin charge.
Element x y z (Å)
Hg: 0.0998 -0.3473 1.9234  1.266
Hg: 0.7759 2.7401 -0.4873  1.282
C: -1.4305 1.2243 4.6411  -0.058
C: -1.8101 -0.2041 5.0232  -0.498
C: -3.3764 -0.1715 5.0254  -0.151
C: -4.0517 -1.5309 4.9032  -0.174
C: -3.3957 -2.3588 3.7966  -0.150
C: -1.8498 -2.5065 3.8751  -0.483
N: -1.2517 -1.2230 4.1578  -0.212
O: 0.1678 -1.1602 4.0700  -0.238
C: -1.5676 -3.0832 2.4487  -0.044
C: -1.5847 -3.5401 4.9751  -0.024
C: -1.4994 -0.3915 6.5266  -0.051
H: -0.3709 1.3434 4.4215  0.052
H: -1.7678 2.0672 5.2422  0.090
H: -1.8762 1.4104 3.6543  0.053
H: -3.7176 0.5507 4.2775  0.102
H: -3.7287 0.2475 5.9706  0.108
H: -5.1015 -1.3232 4.6856  0.105
H: -3.9795 -2.0338 5.8694  0.100
H: -3.6880 -1.9631 2.8167  0.093
H: -3.8695 -3.3429 3.7344  0.111
H: -2.2727 -3.8578 2.1358  0.047
H: -0.5808 -3.5402 2.3566  0.054
H: -1.6319 -2.3368 1.6500  0.039
H: -0.5223 -3.5208 5.2277  0.088
H: -1.7670 -4.5592 4.6206  0.078
H: -2.2098 -3.3903 5.8544  0.065
H: -0.4114 -0.4908 6.6502  0.079
H: -1.7546 -1.3397 7.0071  0.070
H: -1.7803 0.4852 7.1086  0.074
C: 3.8641 -1.4263 3.6342  -0.032
C: 4.0760 -2.3207 2.3951  -0.495
C: 5.1622 -3.4102 2.7210  -0.150
C: 5.2325 -4.6515 1.8151  -0.211
C: 3.8482 -5.2266 1.6292  -0.149
C: 2.8563 -4.1629 1.0986  -0.489
N: 2.8344 -3.0325 2.0725  -0.176
O: 1.7723 -2.1596 1.8932  -0.351
C: 1.4745 -4.7969 1.1265  -0.091
C: 3.2551 -3.8388 -0.3580  -0.029
C: 4.6413 -1.4890 1.2340  -0.051
H: 3.0949 -0.6795 3.4549  0.051
H: 4.8111 -0.8883 3.7477  0.072
H: 3.6924 -2.0129 4.5353  0.079
H: 5.0744 -3.7359 3.7634  0.103
H: 6.1172 -2.8773 2.7975  0.107
H: 5.9929 -5.2936 2.2781  0.100
H: 5.8657 -4.4212 0.9495  0.094
H: 3.4743 -5.5364 2.6075  0.120
H: 3.9583 -6.0978 0.9782  0.114
H: 1.4958 -5.7718 0.6246  0.061
H: 0.7972 -4.1800 0.5282  0.057
H: 0.9402 -5.0049 2.0537  0.063
H: 4.3110 -4.0039 -0.5552  0.067
H: 2.8808 -2.8438 -0.6006  0.053
H: 2.6671 -4.4766 -1.0274  0.073
H: 5.0124 -0.4786 1.4441  0.061
H: 3.8460 -1.1883 0.5434  0.062
H: 5.4826 -1.9564 0.7175  0.070
C: 0.8258 3.9328 4.2038  -0.016
C: 0.7845 4.2655 2.7001  -0.499
C: 1.4433 5.6165 2.4969  -0.149
C: 2.9736 5.5925 2.6504  -0.191
C: 3.5801 4.5731 1.7213  -0.155
C: 2.9251 3.1892 1.8920  -0.477
N: 1.4576 3.2818 1.8299  -0.231
O: 0.8171 2.0101 1.8357  -0.385
C: 3.4581 2.4822 3.1475  -0.011
C: 3.5029 2.5609 0.5866  -0.080
C: -0.6660 4.4063 2.1928  -0.037
H: 1.5283 4.5728 4.7395  0.073
H: 1.1337 2.9177 4.4408  0.064
H: -0.1732 4.0510 4.6253  0.075
H: 0.8104 6.3428 3.0126  0.120
H: 1.3466 5.9523 1.4549  0.114
H: 3.2053 5.3859 3.7004  0.092
H: 3.3236 6.6068 2.4453  0.111
H: 4.6294 4.5631 2.0315  0.125
H: 3.5596 5.0809 0.7559  0.117
H: 3.5592 3.2729 3.8958  0.070
H: 4.4997 2.1995 2.9784  0.082
H: 2.8722 1.6433 3.5096  0.070
H: 3.1847 1.5547 0.2787  0.073
H: 4.5817 2.4163 0.6541  0.090
H: 3.2689 3.2257 -0.2466  0.028
H: -0.7046 4.5889 1.1180  0.041
H: -1.1852 5.2786 2.6060  0.086
H: -1.3174 3.5863 2.4985  0.063
C: -3.0475 1.0848 -1.4171  -0.016
C: -2.5047 0.1507 -0.3380  -0.485
C: -3.4232 -1.0716 -0.1523  -0.134
C: -3.3478 -2.1073 -1.2704  -0.178
C: -1.8954 -2.5446 -1.4262  -0.171
C: -0.9054 -1.3933 -1.6662  -0.467
N: -1.1682 -0.4273 -0.5654  -0.165
O: -0.0914 0.4911 -0.4076  -0.366
C: -1.1105 -0.8233 -3.1250  -0.054
C: 0.4688 -1.9915 -1.5420  -0.056
C: -2.4978 0.7970 1.0570  -0.052
H: -3.3952 0.5234 -2.2819  0.056
H: -2.3665 1.8986 -1.6683  0.066
H: -3.9576 1.5507 -1.0269  0.078
H: -4.4622 -0.7580 -0.3044  0.099
H: -3.5076 -1.5400 0.8273  0.094
H: -3.8294 -1.8606 -2.2226  0.099
H: -3.9090 -3.0129 -1.0093  0.093
H: -1.9092 -3.2846 -2.2231  0.021
H: -1.6416 -3.1010 -0.5182  0.112
H: -0.7955 -1.5405 -3.8861  0.053
H: -0.3525 -0.0381 -3.2486  0.060
H: -2.0251 -0.2792 -3.3332  0.003
H: 0.7911 -2.1202 -0.5052  0.054
H: 1.2271 -1.3866 -2.0458  0.081
H: 0.5487 -2.9788 -2.0052  0.082
H: -2.1266 0.1437 1.8563  0.035
H: -3.5236 0.9342 1.4161  0.094
H: -2.0019 1.7683 1.0830  0.066
C: 2.3025 2.4593 -2.9807  -0.070
C: 1.6938 3.8098 -3.4081  -0.491
C: 0.9311 3.5020 -4.7240  -0.153
C: -0.5225 3.1268 -4.5174  -0.179
C: -1.2421 4.1669 -3.7054  -0.140
C: -0.4173 5.0570 -2.7392  -0.508
N: 0.8132 4.3886 -2.3624  -0.240
O: 1.4875 4.8511 -1.1910  -0.295
C: -1.3196 5.2768 -1.4927  -0.049
C: -0.1941 6.4373 -3.4038  -0.036
C: 2.8606 4.7211 -3.8267  -0.042
H: 2.9361 2.4667 -2.0875  0.052
H: 3.0597 2.1165 -3.6899  0.074
H: 1.5451 1.6863 -2.8153  0.063
H: 1.3760 2.6080 -5.1687  0.114
H: 1.0604 4.2597 -5.5020  0.114
H: -0.4301 2.1430 -4.0466  0.091
H: -0.9778 3.0515 -5.5058  0.113
H: -2.2233 3.8810 -3.3187  0.106
H: -1.5878 4.8379 -4.5038  0.108
H: -2.1644 5.9056 -1.7789  0.085
H: -0.7756 5.7755 -0.6927  0.064
H: -1.7205 4.3182 -1.1538  0.059
H: -1.1367 6.9051 -3.6922  0.075
H: 0.4101 6.3526 -4.3088  0.068
H: 0.3220 7.0986 -2.7049  0.084
H: 3.3376 4.3894 -4.7491  0.081
H: 3.5959 4.7042 -3.0166  0.077
H: 2.6490 5.7873 -3.9250  0.075
C: -2.9622 -6.5348 -0.0856  -1.534
Br: -3.6212 -7.9980 -1.2163  0.512
Br: -1.4638 -7.0171 1.1294  0.584
Br: -4.4578 -5.8219 0.9676  0.539
H: -2.6504 -5.7309 -0.7404  -0.103
C: -8.1840 0.7032 -1.2712  -1.567
Br: -6.9309 0.5461 -2.7847  0.511
Br: -7.4080 0.9244 0.5024  0.569
Br: -9.5549 -0.6947 -1.3703  0.542
H: -8.6590 1.6601 -1.4417  -0.047
C: -4.6042 -4.7987 -4.2702  -1.548
Br: -4.4496 -4.2699 -6.0905  0.516
Br: -2.9597 -5.3002 -3.4224  0.680
Br: -5.8658 -6.3216 -4.2766  0.528
H: -5.0655 -3.9456 -3.7867  -0.018
C: -4.4515 -0.2863 -7.0368  -1.457
Br: -5.0841 -1.5908 -8.3626  0.513
Br: -3.1442 -1.0798 -5.8104  0.603
Br: -6.1106 0.4147 -6.1212  0.469
H: -4.0537 0.5995 -7.5134  -0.028
C: 1.1144 -4.8226 -6.8366  -1.522
Br: 1.7359 -6.6455 -6.5051  0.557
Br: 1.5782 -3.5250 -5.4070  0.529
Br: -0.8338 -4.7126 -7.2604  0.494
H: 1.6016 -4.4550 -7.7295  -0.042
C: 6.4251 -0.4460 -5.2234  -1.564
Br: 4.6233 -0.7863 -4.5746  0.540
Br: 7.4201 0.7343 -4.0618  0.569
Br: 6.2234 0.3714 -7.0267  0.485
H: 6.9321 -1.3788 -5.4316  -0.027

Summary:
orbital gap = 3.63 eV
E_HOMO = -2.844 eV
LUMO energy = 0.789 eV
E_tot = -1341232.3785 eV
total charge = -1

No. 2
ORCA calculation (the ωB97M-V functional and the def2-TZVPD basis) on C27H37Br2CeN3O4PS4 as an isolated structure at a distorted geometry.

Each line ends with the Löwdin charge.
Element x y z (Å)
Ce: 0.1857 1.6266 0.5182  0.881
O: 7.1686 2.0638 -2.2285  -0.104
C: 6.0308 2.1785 -1.8279  -1.097
S: 4.6340 2.6340 -2.7494  0.924
C: 3.3462 2.2985 -1.5684  -1.112
C: 3.8747 2.0967 -0.1822  -1.181
S: 3.0701 1.8668 1.2879  0.533
S: 5.5742 1.9079 -0.1609  0.915
S: 1.7363 2.1198 -2.0095  0.568
N: 0.0089 1.7753 3.1730  -0.041
C: 0.2944 3.1114 3.6907  -0.143
C: -0.0704 4.2093 2.5991  -0.577
O: -0.5243 5.3097 2.9529  0.021
O: 0.2091 3.7939 1.4106  -0.211
H: -0.8869 1.3973 3.4745  0.095
H: 0.7113 1.1331 3.5698  0.104
H: 1.3745 3.2012 3.9129  0.123
H: -0.2016 3.2452 4.6547  0.112
C: -0.5987 4.6481 -1.6686  -0.039
C: -1.9038 4.1307 -1.2297  -0.301
C: -3.0821 4.8134 -1.5776  -0.008
C: -4.2924 4.5154 -0.9950  -0.019
C: -4.4008 3.4341 -0.0782  -0.163
C: -5.5162 3.0378 0.6951  -0.644
Br: -7.1347 4.0110 0.5276  0.737
C: -5.4547 1.9846 1.5891  -0.193
C: -4.2627 1.2575 1.7591  -0.611
Br: -4.2962 -0.0905 3.0456  0.788
C: -3.1188 1.5878 0.9572  -0.330
O: -1.9811 0.9028 1.1421  -0.289
C: -3.1372 2.6691 0.0721  -0.129
N: -1.9793 3.0214 -0.5237  0.113
H: -0.7460 5.5724 -2.2625  0.093
H: 0.0038 3.8887 -2.1998  0.009
H: 0.0124 4.8879 -0.7991  0.085
H: -3.0235 5.7005 -2.1938  0.109
H: -5.1303 5.1917 -1.1858  0.090
H: -6.3753 1.7934 2.1260  0.085
C: 3.3585 -2.0822 -1.2208  -0.068
C: 2.4720 -2.6523 -0.0748  -0.590
C: 2.6672 -4.1910 0.0055  -0.075
C: 3.1013 -2.0272 1.1803  -0.096
P: 0.7109 -2.0416 -0.2865  0.931
N: 0.5404 -0.5090 0.1128  -0.368
C: -0.4886 -3.0265 0.8557  -0.573
C: 0.0931 -2.9779 2.2776  -0.097
C: -0.6725 -4.5176 0.4923  -0.078
C: -1.8860 -2.3747 0.9444  -0.101
C: 0.1896 -2.3350 -2.0590  -0.592
C: 0.6654 -3.7197 -2.6223  -0.075
C: -1.3431 -2.3075 -2.1718  -0.095
C: 0.6770 -1.2009 -2.9487  -0.107
H: 4.3838 -2.4044 -1.0745  0.085
H: 3.3447 -0.9796 -1.2208  0.096
H: 3.0214 -2.3747 -2.2069  0.044
H: 3.7558 -4.3210 0.0961  0.086
H: 2.2969 -4.7171 -0.8969  0.068
H: 2.1875 -4.6058 0.9040  0.057
H: 4.1774 -2.1934 1.1531  0.088
H: 2.7254 -2.5078 2.0625  0.049
H: 2.8166 -0.9460 1.1661  0.038
H: 1.0349 -3.5237 2.3417  0.052
H: -0.6636 -3.4076 2.9567  0.087
H: 0.2454 -1.9533 2.6494  0.085
H: 0.2349 -5.0916 0.7077  0.064
H: -0.9669 -4.6407 -0.5313  0.039
H: -1.4792 -4.8552 1.1479  0.087
H: -1.7995 -1.2891 0.9924  0.040
H: -2.3344 -2.6745 1.8895  0.066
H: -2.5829 -2.6519 0.1461  0.074
H: 0.2699 -4.5678 -2.0488  0.060
H: 1.7404 -3.8129 -2.7032  0.052
H: 0.2431 -3.7978 -3.6306  0.087
H: -1.7875 -3.2136 -1.7526  0.060
H: -1.6315 -2.3123 -3.2242  0.083
H: -1.7995 -1.4607 -1.6498  0.087
H: 1.6846 -1.3558 -3.3435  0.077
H: 0.7081 -0.2567 -2.3709  0.001
H: -0.0289 -1.0486 -3.7615  0.080

Summary:
orbital gap (alpha / beta) = 4.96 / 4.96 eV
E_HOMO (alpha / beta) = -3.476 / -3.476 eV
LUMO energy (alpha / beta) = 1.483 / 1.484 eV
E_tot = -246909.4057 eV
total charge = -1

No. 3
ORCA calculation (the ωB97M-V functional and the def2-TZVPD basis) on a 2-piece molecular cluster, C3H12N2O2 overall at a distorted geometry.

Each line ends with the Löwdin charge.
Element x y z (Å)
C: -2.5862 0.0698 0.8828  -0.033
C: -1.6341 -0.1037 -0.3009  -0.575
O: -2.3387 -0.2416 -1.5066  -0.019
O: -0.7818 -1.1723 -0.0832  -0.061
H: -3.1482 -0.8528 1.0290  0.080
H: -3.2795 0.8853 0.6920  0.076
H: -2.0145 0.2722 1.7843  0.073
H: -1.0261 0.8438 -0.4292  0.138
H: -2.6668 -1.1491 -1.5491  0.096
H: 0.2005 -0.8584 -0.1651  0.074
C: 2.2233 0.3841 1.0453  -0.111
N: 1.5337 0.2648 -0.2272  -0.250
N: 2.3646 -0.3493 -1.2082  -0.003
H: 2.4946 -0.6132 1.3732  0.080
H: 3.1390 0.9898 0.9813  0.075
H: 1.5484 0.8390 1.7641  0.079
H: 1.1547 1.1846 -0.5321  0.125
H: 3.0518 0.3001 -1.5965  0.078
H: 1.7652 -0.6933 -1.9538  0.080

Summary:
orbital gap = 10.43 eV
E_HOMO = -9.634 eV
LUMO energy = 0.798 eV
E_tot = -10379.6354 eV
total charge = 0
SMILES = CC(O)O.CNN

No. 4
ORCA calculation (the ωB97M-V functional and the def2-TZVPD basis) on a 2-piece molecular cluster, C6H12NO overall at a distorted geometry.

Each line ends with the Löwdin charge.
Element x y z (Å)
C: 2.7027 0.4399 0.2328  -0.198
C: -0.4134 0.2720 1.1441  -0.053
C: -1.7395 -0.0573 0.3681  -0.312
C: -0.5281 0.2457 -0.3896  -0.234
C: 3.0897 -0.8182 -0.0017  0.043
C: -2.1878 -1.4546 0.4117  -0.059
N: -0.1395 1.4949 -1.2684  0.209
O: 2.2189 1.5465 0.3672  0.081
H: -0.4881 1.1200 1.8277  0.115
H: 0.3702 -0.3504 1.5755  0.107
H: -2.4675 0.8165 0.3411  0.179
H: 4.0004 -1.2779 0.3214  0.068
H: 0.2717 -0.6053 -0.9612  0.217
H: 2.5071 -1.5058 -0.6088  0.068
H: -2.8290 -1.5276 -0.5101  0.106
H: -2.8597 -1.5044 1.2851  0.107
H: -1.3227 -2.1015 0.2906  0.093
H: -0.1264 1.2892 -2.3231  0.201
H: 0.7886 1.7672 -0.9320  0.107
H: -0.8477 2.2110 -1.1703  0.154

Summary:
orbital gap = 9.76 eV
E_HOMO = -13.279 eV
LUMO energy = -3.517 eV
E_tot = -9943.9147 eV
total charge = +1

Calculated ΔE to the lowest compared entry with this formula, charge and spin (kJ/mol), listed in the same order as above: 130.0, 0.0, 184.7, 307.8